A molecular structure, C14H50BeN24O18, computed with ωB97M-V/def2-TZVPD.

The geometry in XYZ format:
```
107
C14H50BeN24O18 | the Open Molecules 2025 dataset | ωB97M-V/def2-TZVPD
Be -17.699 -16.715 -18.569
O -17.963 -13.653 -21.739
C -17.896 -14.578 -20.746
O -18.699 -15.540 -20.906
O -16.876 -14.698 -20.019
H -17.144 -13.236 -21.461
O -15.092 -19.436 -20.071
C -16.333 -18.993 -19.976
O -16.680 -17.972 -20.561
O -17.067 -19.428 -19.033
H -14.846 -18.929 -20.848
C -15.740 -15.752 -24.481
O -15.646 -14.769 -25.171
N -15.479 -17.011 -24.791
N -16.123 -15.657 -23.244
H -15.205 -17.338 -25.707
H -15.540 -17.744 -24.100
H -16.266 -16.424 -22.602
H -16.354 -14.712 -22.970
C -14.943 -17.720 -16.452
O -15.666 -17.231 -17.296
N -14.806 -17.221 -15.265
N -14.228 -18.814 -16.630
H -15.359 -16.389 -15.114
H -13.988 -17.485 -14.736
H -13.559 -19.036 -15.906
H -14.380 -19.327 -17.487
C -23.406 -15.955 -20.799
O -24.199 -15.990 -19.833
N -22.153 -16.229 -20.536
N -23.704 -15.981 -22.087
H -21.354 -16.093 -21.140
H -22.008 -16.077 -19.548
H -24.683 -15.957 -22.334
H -23.064 -15.715 -22.822
C -19.016 -17.884 -23.636
O -19.290 -17.979 -24.794
N -18.009 -18.513 -23.055
N -19.635 -17.090 -22.864
H -17.818 -18.432 -22.067
H -17.714 -19.349 -23.540
H -20.316 -16.491 -23.308
H -19.071 -16.696 -22.125
C -20.605 -14.799 -17.578
O -19.898 -15.407 -18.341
N -21.651 -15.215 -16.954
N -20.247 -13.580 -17.385
H -21.702 -16.223 -16.912
H -22.190 -14.566 -16.399
H -19.445 -13.323 -17.942
H -20.777 -12.835 -16.955
C -17.374 -14.567 -15.767
O -17.247 -14.951 -16.911
N -17.223 -13.322 -15.444
N -17.599 -15.218 -14.677
H -16.959 -12.716 -16.208
H -17.207 -12.983 -14.493
H -17.812 -16.199 -14.785
H -17.565 -14.773 -13.771
C -16.065 -23.139 -18.002
O -17.256 -23.081 -18.421
N -15.547 -24.134 -17.422
N -15.332 -22.116 -17.878
H -14.799 -24.168 -16.744
H -16.157 -24.937 -17.478
H -14.391 -22.188 -17.518
H -15.691 -21.227 -18.195
C -18.708 -18.700 -15.795
O -18.520 -17.655 -16.368
N -19.257 -18.874 -14.667
N -18.344 -19.823 -16.272
H -19.500 -19.849 -14.570
H -19.860 -18.090 -14.464
H -17.901 -19.932 -17.173
H -18.264 -20.559 -15.585
C -20.469 -19.212 -19.314
O -19.983 -18.154 -18.977
N -19.833 -20.341 -19.456
N -21.709 -19.341 -19.529
H -18.950 -20.387 -18.967
H -20.301 -21.235 -19.494
H -22.048 -18.392 -19.596
H -21.945 -20.146 -20.090
C -15.607 -11.307 -20.241
O -16.121 -11.712 -21.253
N -15.352 -10.070 -20.000
N -15.507 -12.028 -19.202
H -15.843 -9.329 -20.480
H -15.143 -9.876 -19.031
H -15.949 -12.933 -19.268
H -15.235 -11.640 -18.310
C -21.619 -12.206 -20.847
O -22.249 -12.053 -19.839
N -20.560 -12.904 -20.912
N -21.988 -11.769 -22.008
H -20.190 -12.931 -21.851
H -20.207 -13.399 -20.105
H -21.490 -11.991 -22.858
H -22.751 -11.107 -21.982
C -13.305 -17.120 -21.867
O -13.822 -18.227 -22.041
N -13.875 -16.173 -21.187
N -12.003 -16.771 -22.172
H -13.491 -15.276 -20.925
H -14.843 -16.161 -20.900
H -11.470 -15.955 -21.906
H -11.555 -17.539 -22.651
```

Computed properties:
Energy: -3246.9745 hartree
Total charge: 0
Spin multiplicity: 1
Highest occupied orbital energy: -0.295 Eh
Energy above the lowest of the compared OMol25 structures with the same formula, charge and spin: 0.000 eV
Gap between HOMO and LUMO: 7.50 eV
Max |F|: 7.82 eV Å⁻¹
Lowest unoccupied orbital energy: -0.529 eV

Mulliken population analysis, charges in e, atoms 1 to 6: atom 1 (Be): 1.242, atom 2 (O): -0.683, atom 3 (C): 0.320, atom 4 (O): 0.211, atom 5 (O): -0.298, atom 6 (H): 0.480

---

8 unconnected molecules or ions with the total composition C3H22NO9, computed with ωB97M-V/def2-TZVPD.

The geometry in XYZ format:
```
35
C3H22NO9 | the Open Molecules 2025 dataset | ωB97M-V/def2-TZVPD
N 1.725 -1.135 2.228
C 1.157 -0.332 1.138
C -0.239 0.314 1.611
O -0.646 1.201 0.678
C 0.962 -1.032 -0.175
O -0.035 -2.098 -0.037
H 1.553 -0.776 3.146
H 1.181 -2.001 2.236
H 1.933 0.464 0.954
H -1.037 -0.516 1.713
H -0.021 0.652 2.666
H -1.512 0.836 -0.459
H 0.624 -0.308 -0.920
H 1.874 -1.516 -0.529
H -0.963 -0.674 -2.426
H -0.916 -1.702 -0.095
O -0.805 -1.195 -3.269
H 3.774 -0.960 0.005
H 4.281 0.230 0.844
O 4.206 -0.104 -0.052
H -2.871 0.478 -1.080
H -0.441 -1.982 -2.827
O -1.938 0.399 -1.308
H -0.190 4.030 0.582
H 0.184 2.468 0.955
O 0.305 3.473 1.181
H -1.387 3.180 2.378
H -1.807 1.828 2.110
O -2.105 2.572 2.676
H -2.771 -1.907 -0.846
H -1.738 -3.132 -0.644
O -2.641 -2.857 -0.794
H 0.674 0.641 -3.422
H -0.633 0.700 -3.934
O 0.261 0.759 -4.284
```

Computed properties:
Energy: -859.4444 hartree
Total charge: -1
Spin multiplicity: 1
Highest occupied orbital energy: -0.204 Eh
Energy above the lowest of the compared OMol25 structures with the same formula, charge and spin: 2.224 eV
Gap between HOMO and LUMO: 8.59 eV
Max |F|: 2.58 eV Å⁻¹
Lowest unoccupied orbital energy: 3.034 eV

Mulliken population analysis, charges in e, atoms 1 to 6: atom 1 (N): -0.756, atom 2 (C): 0.571, atom 3 (C): -0.873, atom 4 (O): -0.718, atom 5 (C): -0.440, atom 6 (O): -0.676

---

2 unconnected molecules or ions with the total composition CH3NO2P, computed with ωB97M-V/def2-TZVPD.

The geometry in XYZ format:
```
8
CH3NO2P | the Open Molecules 2025 dataset | ωB97M-V/def2-TZVPD
C -2.040 0.078 0.122
N -2.700 -0.941 0.191
O -1.890 1.207 -0.167
O -0.095 -0.733 0.347
P 1.165 0.113 0.418
H -2.345 -1.932 0.171
H 1.070 0.571 1.655
H 0.854 1.394 -0.084
```

Computed properties:
Energy: -586.5159 hartree
Total charge: -1
Spin multiplicity: 1
Highest occupied orbital energy: -0.104 Eh
Energy above the lowest of the compared OMol25 structures with the same formula, charge and spin: 0.992 eV
Gap between HOMO and LUMO: 7.27 eV
Max |F|: 3.15 eV Å⁻¹
Lowest unoccupied orbital energy: 4.429 eV

Mulliken population analysis, charges in e, atoms 1 to 6: atom 1 (C): 0.723, atom 2 (N): -0.674, atom 3 (O): -0.512, atom 4 (O): -0.611, atom 5 (P): -0.057, atom 6 (H): 0.324

---

A molecular structure, C6H14AgBCl2O2S, computed with ωB97M-V/def2-TZVPD.

The geometry in XYZ format:
```
27
C6H14AgBCl2O2S | the Open Molecules 2025 dataset | ωB97M-V/def2-TZVPD
C 2.247 -0.894 1.000
C 2.247 -0.201 -0.362
B 2.007 1.424 -0.345
Cl 2.860 2.117 -1.940
C 0.455 1.920 -0.434
C -0.437 1.525 0.767
C -1.571 0.592 0.387
C -1.005 -0.674 -0.223
S -2.208 -1.925 -0.521
O -1.671 -3.225 -0.614
O -3.129 -1.546 -1.574
Cl -3.497 -1.957 1.127
H 2.330 -1.974 0.879
H 3.114 -0.586 1.570
H 1.367 -0.686 1.605
H 3.226 -0.367 -0.795
H 1.563 -0.687 -1.054
H 2.592 1.945 0.587
H -0.001 1.601 -1.373
H 0.466 3.002 -0.488
H -0.921 2.420 1.143
H 0.134 1.125 1.598
H -2.174 0.351 1.261
H -2.209 1.082 -0.341
H -0.196 -1.096 0.362
H -0.622 -0.479 -1.222
Ag -4.966 -2.807 -1.001
```

Computed properties:
Energy: -1877.7795 hartree
Total charge: 0
Spin multiplicity: 1
Highest occupied orbital energy: -0.266 Eh
Gap between HOMO and LUMO: 3.71 eV
Max |F|: 0.99 eV Å⁻¹
Lowest unoccupied orbital energy: -3.529 eV

Mulliken population analysis, charges in e, atoms 1 to 6: atom 1 (C): -1.159, atom 2 (C): -0.645, atom 3 (B): 0.340, atom 4 (Cl): -0.444, atom 5 (C): -1.137, atom 6 (C): -0.590

---

A molecular structure, C25H41BrIN4NaO4S3Si, computed with ωB97M-V/def2-TZVPD.

The geometry in XYZ format:
```
81
C25H41BrIN4NaO4S3Si | the Open Molecules 2025 dataset | ωB97M-V/def2-TZVPD
Na 2.383 -0.002 -0.733
C -1.875 -1.506 1.628
C -0.517 -1.812 1.002
C -0.569 -3.145 0.255
C 0.546 -1.877 2.104
O -0.117 -0.795 0.104
Si -1.089 0.014 -0.957
S 0.231 1.128 -2.084
O -2.071 0.894 -0.008
C -2.860 2.053 -0.080
C -2.612 2.857 -1.354
C -4.331 1.618 -0.008
C -2.492 2.909 1.140
O -1.908 -1.189 -1.693
C -2.683 -1.414 -2.840
C -4.050 -1.937 -2.375
C -2.863 -0.155 -3.688
C -1.971 -2.488 -3.675
H -2.110 -2.232 2.403
H -2.646 -1.530 0.865
H -1.858 -0.509 2.060
H -0.871 -3.949 0.921
H 0.410 -3.370 -0.161
H -1.277 -3.060 -0.562
H 0.300 -2.655 2.822
H 0.594 -0.921 2.620
H 1.519 -2.093 1.667
H -2.863 2.266 -2.228
H -1.560 3.122 -1.427
H -3.216 3.761 -1.347
H -4.571 1.000 -0.870
H -4.986 2.486 -0.001
H -4.505 1.032 0.893
H -1.439 3.173 1.077
H -2.656 2.347 2.057
H -3.093 3.814 1.164
H -4.527 -1.201 -1.731
H -3.925 -2.859 -1.810
H -4.693 -2.130 -3.231
H -3.540 0.540 -3.196
H -3.277 -0.424 -4.656
H -1.902 0.336 -3.828
H -1.730 -3.346 -3.051
H -1.046 -2.083 -4.077
H -2.606 -2.813 -4.496
N 1.987 -0.032 -4.541
C 2.128 -1.137 -3.786
N 2.656 -1.145 -2.608
C 2.713 -2.401 -2.078
C 2.217 -3.386 -2.877
S 1.649 -2.728 -4.362
C 3.321 -2.608 -0.781
C 3.249 -3.756 -0.052
S 4.212 -3.643 1.375
C 4.656 -2.019 0.874
N 4.093 -1.622 -0.220
N 5.585 -1.322 1.559
H 1.890 0.811 -3.981
H 1.341 -0.086 -5.311
H 2.183 -4.444 -2.714
H 2.714 -4.660 -0.261
H 5.793 -1.576 2.511
H 5.737 -0.363 1.293
C 2.145 3.631 -0.228
O 1.217 2.748 0.349
H 1.661 4.301 -0.944
H 2.946 3.086 -0.748
H 2.578 4.224 0.578
H 0.762 2.292 -0.399
Br 4.317 0.915 5.652
C 2.800 1.965 5.226
C 2.172 2.663 6.245
C 1.066 3.443 5.959
C 0.596 3.534 4.660
C 1.223 2.834 3.643
C 2.323 2.044 3.923
I 3.250 0.966 2.365
H 2.557 2.590 7.251
H 0.572 3.980 6.753
H -0.260 4.153 4.439
H 0.871 2.896 2.624
```

Computed properties:
Energy: -6015.5547 hartree
Total charge: 0
Spin multiplicity: 1
Highest occupied orbital energy: -0.283 Eh
Gap between HOMO and LUMO: 7.73 eV
Max |F|: 1.35 eV Å⁻¹
Lowest unoccupied orbital energy: 0.038 eV

Mulliken population analysis, charges in e, atoms 1 to 6: atom 1 (Na): 0.659, atom 2 (C): -1.615, atom 3 (C): 1.753, atom 4 (C): -1.142, atom 5 (C): -1.365, atom 6 (O): 0.526

---

A molecular structure, C21H13Cl3N6S3SiV, computed with ωB97M-V/def2-TZVPD.

The geometry in XYZ format:
```
48
C21H13Cl3N6S3SiV | the Open Molecules 2025 dataset | ωB97M-V/def2-TZVPD
V -0.017 1.345 1.156
S -1.861 1.277 2.417
C -2.668 -0.027 1.529
N -3.711 -0.565 2.107
N -4.258 -1.700 1.529
C -3.677 -2.840 1.040
C -4.501 -3.789 0.405
C -3.970 -4.955 -0.116
C -2.613 -5.229 -0.003
C -1.801 -4.319 0.668
C -2.315 -3.150 1.195
N -2.217 -0.378 0.325
N -1.076 0.170 -0.091
C -0.753 -0.216 -1.402
C -1.677 -0.905 -2.206
C -1.346 -1.290 -3.491
C -0.093 -1.005 -4.018
C 0.828 -0.329 -3.229
C 0.508 0.065 -1.943
H -5.251 -1.727 1.658
H -5.565 -3.591 0.318
H -4.621 -5.659 -0.622
H -2.196 -6.135 -0.427
H -0.745 -4.523 0.795
H -1.666 -2.474 1.731
H -2.643 -1.132 -1.782
H -2.078 -1.816 -4.095
H 0.160 -1.316 -5.025
H 1.813 -0.102 -3.621
H 1.244 0.579 -1.347
S 0.362 3.073 -0.350
C 1.906 3.596 0.264
C 2.849 4.141 -0.599
C 4.104 4.540 -0.147
C 5.036 5.136 -1.041
N 5.777 5.651 -1.758
C 4.426 4.384 1.216
C 3.476 3.867 2.089
C 2.213 3.472 1.645
S 1.051 2.827 2.751
C 5.709 4.748 1.715
N 6.735 5.045 2.145
H 2.607 4.235 -1.650
H 3.725 3.746 3.135
Cl 3.150 0.382 0.514
Si 1.558 -0.304 1.779
Cl 1.524 -2.347 1.220
Cl 2.555 -0.453 3.618
```

Computed properties:
Energy: -4945.4811 hartree
Total charge: -2
Spin multiplicity: 2
Highest occupied orbital energy (spin up / spin down): -0.045 / -0.041 Eh
Energy above the lowest of the compared OMol25 structures with the same formula, charge and spin: 0.000 eV
Gap between HOMO and LUMO (spin up / spin down): 5.57 / 5.44 eV
Max |F|: 2.24 eV Å⁻¹
Lowest unoccupied orbital energy (spin up / spin down): 4.349 / 4.337 eV

Mulliken population analysis, charges in e, atoms 1 to 6: atom 1 (V): 0.409, atom 2 (S): -0.498, atom 3 (C): 0.678, atom 4 (N): -1.171, atom 5 (N): 0.139, atom 6 (C): 0.756